[1]
The following is a DFT calculation (ωB97M-V with the def2-TZVPD basis set) of a molecular structure, C5H13AlBClCuO6P in a non-equilibrium geometry.

Geometry as XYZ:
```
29
C5H13AlBClCuO6P ωB97M-V with the def2-TZVPD basis set
C -0.8089 2.7021 2.0150
C -0.6255 1.8492 0.7455
C 0.3925 0.7628 1.0175
Cl 2.0257 1.5360 1.1193
C 0.4279 -0.4218 -0.0135
O 0.6689 -1.6641 0.5568
B -0.2757 -2.1589 1.4517
O 0.0922 -3.1726 2.2622
O -1.5237 -1.6007 1.5412
O 1.5991 -0.1768 -0.7517
Al 1.2971 0.7984 -2.3461
O -0.4225 0.4737 -2.1519
C -0.6725 -0.4172 -1.1061
P -0.7025 -2.0170 -1.9776
O 0.6573 -2.3509 -2.4418
H 0.0994 2.7602 2.6017
H -1.5622 2.2233 2.6310
H -1.1580 3.6881 1.7423
H -0.3066 2.4678 -0.0842
H -1.5878 1.3923 0.5531
H 0.2205 0.3642 2.0109
H 1.0499 -3.1855 2.3407
H -2.2419 -2.2039 1.3384
H 2.1978 0.2295 -3.5795
H 1.6006 2.2929 -1.9046
H -1.6734 -0.1641 -0.7652
H -1.2512 -2.9683 -1.0996
H -1.6575 -1.8288 -2.9803
Cu 4.1413 0.7901 -2.7254
```

Properties
- HOMO (alpha / beta) (eV) = -13.31 / -13.03
- ⟨S²⟩ = 0.76
- total charge = +1
- multiplicity = 2

[2]
The following is a DFT calculation (ωB97M-V with the def2-TZVPD basis set) of 3 unconnected molecules or ions with the total composition C5H12NO5 in a non-equilibrium geometry.

Geometry as XYZ:
```
23
C5H12NO5 ωB97M-V with the def2-TZVPD basis set
C -3.3386 -0.4613 -0.4054
C -2.8492 0.6087 0.6041
C -2.0797 -1.2483 -0.7729
C -1.3671 0.5598 0.5661
C 2.7460 0.6382 0.9348
N -1.0130 -0.4777 -0.0660
O -0.5862 1.2919 1.3080
O 3.5587 -0.4904 -1.8661
O 3.9996 0.4778 0.4531
O 2.7743 1.3177 2.0589
O 1.7111 0.2677 0.4607
H -4.0937 -1.1091 0.2473
H -3.7890 -0.0038 -1.3400
H -3.2184 1.6174 0.2627
H -3.2456 0.3045 1.5820
H -2.0536 -2.3268 -0.4932
H -1.9129 -1.1836 -1.8101
H -0.0647 -0.9182 -0.0430
H 0.4100 0.9462 1.0545
H 4.0498 -0.7491 -2.6646
H 3.9246 -0.0267 -0.4022
H 3.7569 1.6367 2.2945
H 2.6806 -0.6715 -1.9631
```

Properties
- HOMO (eV) = -15.04
- ΔE to the lowest compared entry with this formula, charge and spin (kcal/mol) = 0.0
- total charge = +1
- multiplicity = 1

[3]
The following is a DFT calculation (ωB97M-V with the def2-TZVPD basis set) of a gas-phase ion, C9H22NSi (charge +1) in a non-equilibrium geometry.

Geometry as XYZ:
```
33
C9H22NSi ωB97M-V with the def2-TZVPD basis set
C 4.1068 -1.4761 -0.0851
C 3.0159 -0.4123 -0.3133
C 3.0250 0.7349 0.7178
C 2.1427 1.8975 0.1801
C 0.7512 1.4478 -0.1055
N -0.1991 0.8576 0.5105
Si -1.8162 -0.2173 -0.1906
C -1.4253 -1.9054 0.5752
C -1.6618 0.0743 -2.0532
C -3.1533 0.6393 0.8336
C -4.4719 0.0689 0.4349
H 5.1626 -0.9348 -0.0517
H 3.9865 -2.1460 -0.8082
H 3.8447 -1.8716 0.8117
H 1.9371 -0.6984 -0.4385
H 3.2707 0.1423 -1.3840
H 2.6064 0.2645 1.5760
H 3.9205 1.2494 0.7927
H 2.4712 2.3458 -0.6966
H 2.0963 2.8832 0.8852
H 0.4237 1.4264 -1.0740
H -0.0714 0.6832 1.4966
H -1.8981 -2.6450 0.1030
H -0.2892 -2.1921 0.6463
H -1.7509 -2.0320 1.5654
H -1.9982 -0.7400 -2.6749
H -2.2737 0.8452 -2.3213
H -0.6084 0.1718 -2.2977
H -3.2462 1.6573 0.6317
H -3.1324 0.3259 1.9357
H -5.3783 0.4625 0.8199
H -4.7374 0.1064 -0.5684
H -4.6491 -1.0132 0.5465
```

Properties
- HOMO (eV) = -14.29
- SMILES string = CCCC/C=[NH+]/[Si](C)(C)CC
- ΔE to the lowest compared entry with this formula, charge and spin (kcal/mol) = 33.8
- total charge = +1
- multiplicity = 1

[4]
The following is a DFT calculation (ωB97M-V with the def2-TZVPD basis set) of 7 unconnected molecules or ions with the total composition C9H30BF4O6 in a non-equilibrium geometry.

Geometry as XYZ:
```
50
C9H30BF4O6 ωB97M-V with the def2-TZVPD basis set
B -0.0617 0.2920 -0.4260
F -0.4303 0.8971 0.7909
F 0.1807 1.3583 -1.3058
F 0.8805 -0.7334 -0.3389
F -1.2974 -0.2644 -0.8699
C -1.6719 -0.3395 -3.8654
O -0.5886 -1.1966 -3.5993
H -2.6851 -0.7549 -3.8055
H -1.5676 0.5544 -3.2480
H -1.6032 -0.0087 -4.9104
H -0.4762 -1.0146 -2.6565
C 2.1069 -0.0052 2.6831
O 2.1697 -1.2042 1.9274
H 1.4476 -0.1406 3.5468
H 3.0693 0.2677 3.1146
H 1.7184 0.8107 2.0764
H 1.4465 -1.2184 1.2713
C 3.0504 -0.1579 -2.7520
O 2.8166 1.0370 -2.0046
H 2.4469 -0.9520 -2.3045
H 2.6290 -0.0533 -3.7569
H 4.1061 -0.4083 -2.7063
H 1.8835 1.0252 -1.7208
C -3.9334 -0.1139 3.5591
C -2.9668 -0.2195 2.4145
O -1.6472 -0.3642 2.9138
H -3.9528 -0.9626 4.2453
H -4.9220 0.1650 3.1877
H -3.6639 0.6997 4.2428
H -3.0263 0.6976 1.8188
H -3.2326 -1.0605 1.7634
H -1.0626 -0.0119 2.2251
C 1.2666 5.4086 1.0453
C 1.0528 3.9129 0.9520
O -0.0645 3.6859 0.0877
H 2.1193 5.5369 1.7279
H 0.5289 5.9151 1.6709
H 1.4506 5.8713 0.0812
H 0.8468 3.5039 1.9465
H 1.8881 3.3792 0.4880
H -0.2628 2.7395 0.1371
C 0.4032 -4.9752 -1.0028
C -0.1774 -3.6271 -1.4402
O -0.9475 -3.1198 -0.3560
H 1.1297 -5.4665 -1.6536
H -0.4027 -5.6733 -0.7779
H 0.9945 -4.7491 -0.1109
H -0.9295 -3.7650 -2.2222
H 0.6709 -3.0183 -1.7554
H -0.7295 -2.1793 -0.3281
```

Properties
- HOMO (eV) = -7.08
- total charge = -1
- multiplicity = 1

[5]
The following is a DFT calculation (ωB97M-V with the def2-TZVPD basis set) of a molecular structure, C26H33Ge2KNO2Se in a non-equilibrium geometry.

Geometry as XYZ:
```
66
C26H33Ge2KNO2Se ωB97M-V with the def2-TZVPD basis set
K 1.2322 1.6477 -0.3986
O 0.4001 2.7355 -2.3540
C -0.7255 2.3353 -2.4911
O -1.5327 2.1404 -1.4605
C -1.3463 1.9429 -3.8308
N -2.7997 1.9349 -3.6520
C -3.2572 3.2024 -4.2239
C -2.3587 3.4482 -5.4392
C -0.9947 2.9307 -4.9690
H -0.9604 0.9401 -4.0392
H -2.4139 1.8994 -1.8416
H -3.2210 1.1597 -4.1529
H -3.1049 3.9900 -3.4796
H -4.3136 3.1514 -4.4760
H -2.3227 4.4955 -5.7223
H -2.7208 2.8708 -6.2919
H -0.3786 3.7414 -4.5772
H -0.4431 2.4432 -5.7711
Se 4.2333 1.4311 -0.1742
C 5.7543 0.4235 -0.6868
C 6.7420 1.0513 -1.4389
C 7.9239 0.3929 -1.7103
C 8.1283 -0.8953 -1.2421
C 7.1274 -1.5333 -0.5264
C 5.9398 -0.8832 -0.2494
H 6.5758 2.0601 -1.7914
H 8.6962 0.8927 -2.2770
H 9.0672 -1.3963 -1.4293
H 7.2841 -2.5406 -0.1671
H 5.1608 -1.3777 0.3157
C -2.5093 -1.0048 4.8473
Ge -1.5220 0.3448 3.7262
C 0.0842 0.8111 4.8128
C -2.7127 1.9542 3.7461
Ge -0.6847 -0.1188 1.3749
C 0.2321 -1.8447 1.7619
C 1.5893 -2.0129 1.5300
C 2.2424 -3.1829 1.8716
C 1.5378 -4.2129 2.4696
C 0.1833 -4.0630 2.7152
C -0.4611 -2.8936 2.3580
C -2.2868 -0.8802 0.4472
C -3.5613 -0.8121 0.9946
C -4.6492 -1.3738 0.3531
C -4.4793 -2.0080 -0.8649
C -3.2180 -2.0731 -1.4344
C -2.1375 -1.5099 -0.7828
H -2.8033 -0.4977 5.7627
H -1.8747 -1.8460 5.1076
H -3.4041 -1.3767 4.3576
H -0.2192 1.1597 5.7962
H 0.6770 1.5911 4.3405
H 0.7204 -0.0596 4.9474
H -2.8688 2.2747 4.7720
H -3.6845 1.7310 3.3155
H -2.2804 2.7814 3.1897
H 2.1491 -1.2023 1.0754
H 3.3015 -3.2876 1.6802
H 2.0416 -5.1269 2.7514
H -0.3658 -4.8650 3.1908
H -1.5231 -2.8015 2.5499
H -3.7031 -0.3142 1.9466
H -5.6291 -1.3217 0.8061
H -5.3290 -2.4515 -1.3628
H -3.0784 -2.5754 -2.3811
H -1.1446 -1.5657 -1.2236
```

Properties
- HOMO (alpha / beta) (eV) = -5.87 / -5.83
- ⟨S²⟩ = 0.75
- total charge = 0
- multiplicity = 2

[6]
The following is a DFT calculation (ωB97M-V with the def2-TZVPD basis set) of a molecular structure, C17H18BIrN6 in a non-equilibrium geometry.

Geometry as XYZ:
```
43
C17H18BIrN6 ωB97M-V with the def2-TZVPD basis set
Ir -0.1640 0.4433 0.7104
C -2.3898 1.6518 -1.2179
N -1.1461 2.0505 -0.5748
C -0.2091 2.8246 -1.3849
C 1.1697 2.2864 -1.1458
N 1.4013 1.2582 -0.3262
C 2.7328 0.8290 -0.4480
C 3.4640 -0.1661 0.2317
C 4.8376 -0.1837 0.0678
C 5.4637 0.7507 -0.7639
C 4.7348 1.7229 -1.4708
C 3.3501 1.7338 -1.3195
N 2.3453 2.6571 -1.7008
C -2.5548 0.1628 -1.0073
N -1.8147 -0.5225 -0.1254
C -2.1635 -1.9102 -0.1959
C -1.7115 -3.0124 0.5187
C -2.3370 -4.2218 0.2640
C -3.3412 -4.3064 -0.6953
C -3.7447 -3.2173 -1.4506
C -3.1849 -1.9984 -1.1197
N -3.4349 -0.6745 -1.6015
H -2.3412 1.8261 -2.3343
H -3.2318 2.2142 -0.7534
H -1.3861 2.6339 0.2528
H -0.2097 3.8905 -1.1041
H -0.4498 2.6649 -2.4443
H 2.9749 -0.7795 0.9726
H 5.4983 -0.8520 0.6523
H 6.5720 0.7362 -0.7699
H 5.2301 2.4403 -2.0903
H 2.5352 3.4236 -2.3352
H -0.8726 -2.9182 1.2082
H -2.0474 -5.1096 0.8537
H -3.7975 -5.3091 -0.8170
H -4.5903 -3.2520 -2.1381
H -4.1926 -0.4190 -2.2369
B -0.2613 0.1693 5.1377
C -0.1002 0.0309 3.5890
N 0.1587 -0.1947 2.4382
H -0.4777 1.3282 5.4492
H 0.7475 0.0044 5.7706
H -1.0616 -0.6863 5.4550
```

Properties
- HOMO (alpha / beta) (eV) = -14.93 / -14.96
- ⟨S²⟩ = 6.03
- ΔE to the lowest compared entry with this formula, charge and spin (kcal/mol) = 16.5
- total charge = +2
- multiplicity = 5